Record 1
{
  "formula": "C11H15N4O4",
  "method": "ωB97M-V/def2-TZVPD",
  "homo_lumo_gap_ev": 4.424,
  "e_tot_ev": -25798.9973,
  "charge": -1,
  "e_lumo_ev": 1.35,
  "e_homo_ev": -3.1,
  "elements": ["C", "C", "C", "O", "C", "N", "N", "C", "O", "O", "C", "C", "C", "O", "H", "H", "H", "H", "H", "H", "H", "H", "H", "H", "H", "H", "H", "H", "C", "C", "N", "C", "N", "H"],
  "positions_angstrom": [[-5.082, 0.934, 0.973], [-3.896, 0.019, 1.234], [-4.014, -0.720, 2.561], [-2.687, 0.772, 1.192], [-1.621, -0.047, 0.978], [-0.369, 0.556, 0.918], [0.485, -0.008, 0.260], [1.739, 0.571, 0.206], [2.005, 1.509, 0.923], [2.616, 0.035, -0.688], [3.885, 0.679, -0.599], [4.759, 0.269, -1.774], [4.563, 0.385, 0.734], [-1.722, -1.244, 0.836], [-6.017, 0.376, 0.913], [-5.168, 1.662, 1.778], [-4.941, 1.487, 0.043], [-3.808, -0.713, 0.409], [-4.896, -1.358, 2.601], [-3.133, -1.340, 2.731], [-4.069, -0.002, 3.378], [3.660, 1.759, -0.666], [5.713, 0.796, -1.768], [4.960, -0.801, -1.724], [4.252, 0.466, -2.719], [5.515, 0.905, 0.835], [3.922, 0.682, 1.564], [4.744, -0.683, 0.830], [0.049, -0.910, -2.422], [-0.851, -0.296, -3.192], [-1.649, 0.238, -3.884], [0.115, -2.239, -2.326], [0.179, -3.419, -2.259], [0.764, -0.320, -1.872]],
  "forces_ev_per_angstrom": [[0.5, 0.4, 0.0], [-1.1, -1.1, -0.6], [0.3, 0.1, 0.1], [1.8, 0.2, 0.1], [-1.2, -2.9, -0.9], [0.7, 4.0, 1.0], [-1.5, -3.8, -1.4], [1.6, 2.5, 0.8], [0.3, -0.2, -0.3], [-1.6, -0.3, 1.1], [1.0, 1.3, 0.0], [-0.6, -0.4, -0.1], [-0.3, -0.2, 0.3], [-0.2, 0.6, 0.4], [0.2, -0.1, 0.0], [-0.1, 0.1, 0.1], [0.0, -0.1, 0.0], [-0.3, 0.2, 0.4], [0.0, 0.1, -0.1], [-0.2, 0.0, -0.1], [-0.1, 0.1, 0.1], [0.3, -0.3, 0.1], [-0.1, 0.1, 0.2], [0.0, -0.1, 0.0], [0.0, 0.0, 0.0], [0.0, 0.1, -0.2], [0.2, 0.0, -0.1], [0.1, -0.2, -0.1], [1.8, 1.7, 1.3], [-3.3, 2.2, -2.9], [1.2, -0.7, 1.1], [0.2, -5.1, 0.3], [0.0, 2.0, -0.1], [-0.1, -0.1, -0.5]]
}

Record 2
{
  "formula": "C31H23BrN4O4RhS",
  "method": "ωB97M-V/def2-TZVPD",
  "homo_lumo_gap_ev": 7.082,
  "e_tot_ev": -130552.6255,
  "charge": 1,
  "e_lumo_ev": -4.26,
  "e_above_lowest_ev": 0.237,
  "e_homo_ev": -11.3,
  "elements": ["Rh", "C", "O", "C", "N", "C", "C", "C", "C", "C", "C", "C", "C", "C", "C", "C", "C", "N", "C", "N", "C", "C", "O", "C", "C", "C", "C", "C", "C", "H", "H", "H", "H", "H", "H", "H", "H", "H", "H", "H", "H", "H", "H", "H", "H", "H", "H", "H", "S", "C", "N", "Br", "C", "C", "C", "C", "C", "C", "C", "O", "O", "H", "H", "H", "H"],
  "positions_angstrom": [[-0.393, -0.241, -1.027], [-3.981, -2.521, 0.115], [-3.130, -3.235, -0.838], [-2.132, -2.418, -1.082], [-2.003, -1.363, -0.361], [-3.107, -1.359, 0.633], [-3.872, -0.063, 0.796], [-5.230, -0.121, 1.099], [-5.960, 1.041, 1.297], [-5.340, 2.277, 1.190], [-3.984, 2.341, 0.908], [-3.251, 1.178, 0.726], [-1.169, -2.700, -2.166], [-1.016, -3.851, -2.917], [0.054, -3.914, -3.805], [0.959, -2.864, -3.908], [0.740, -1.743, -3.126], [-0.321, -1.684, -2.329], [1.575, -0.530, -2.981], [1.256, 0.401, -2.153], [2.248, 1.500, -2.328], [3.283, 0.844, -3.267], [2.649, -0.390, -3.720], [2.818, 2.057, -1.045], [4.173, 2.360, -0.943], [4.683, 2.917, 0.220], [3.844, 3.183, 1.291], [2.487, 2.921, 1.176], [1.975, 2.377, 0.008], [-4.284, -3.230, 0.879], [-4.841, -2.170, -0.453], [-2.643, -1.637, 1.586], [-5.741, -1.071, 1.196], [-7.013, 0.978, 1.532], [-5.910, 3.184, 1.332], [-3.484, 3.295, 0.823], [-2.191, 1.256, 0.545], [-1.707, -4.673, -2.798], [0.196, -4.801, -4.405], [1.819, -2.915, -4.560], [1.728, 2.303, -2.860], [4.202, 0.554, -2.763], [3.497, 1.430, -4.156], [4.854, 2.180, -1.765], [5.738, 3.146, 0.285], [4.242, 3.612, 2.200], [1.812, 3.159, 1.987], [0.905, 2.247, -0.082], [-1.773, 1.011, -2.458], [-1.335, 2.516, -1.855], [-1.000, 3.531, -1.415], [4.120, -3.209, 4.133], [2.892, -1.792, 3.897], [2.649, -0.911, 4.942], [1.750, 0.130, 4.767], [1.097, 0.294, 3.557], [1.350, -0.598, 2.520], [2.249, -1.646, 2.681], [0.669, -0.421, 1.227], [0.898, -1.217, 0.250], [-0.160, 0.518, 1.036], [3.163, -1.042, 5.884], [1.562, 0.815, 5.583], [0.396, 1.102, 3.404], [2.440, -2.331, 1.868]],
  "forces_ev_per_angstrom": [[0.0, 0.0, 0.7], [0.0, 0.0, 0.0], [0.1, 0.0, 0.0], [0.0, 0.1, 0.0], [0.0, 0.1, -0.6], [0.1, -0.1, 0.2], [0.0, 0.0, 0.0], [0.0, 0.0, 0.0], [0.0, 0.0, 0.0], [0.0, 0.0, 0.0], [0.0, 0.0, 0.0], [0.0, 0.0, 0.0], [0.1, -0.1, 0.0], [-0.1, 0.0, 0.0], [0.0, 0.0, 0.0], [0.0, 0.1, 0.0], [0.0, 0.0, 0.0], [0.1, 0.2, 0.1], [-0.2, 0.1, 0.0], [0.2, -0.6, 0.0], [-0.1, 0.1, -0.1], [0.0, 0.1, -0.1], [-0.1, -0.1, -0.1], [0.2, 0.0, -0.1], [0.0, -0.1, 0.1], [0.0, 0.0, 0.0], [0.0, 0.0, 0.0], [0.0, 0.0, 0.0], [-0.2, 0.1, 0.0], [0.0, 0.0, 0.0], [0.0, 0.0, 0.1], [0.0, 0.1, 0.0], [0.0, 0.0, 0.0], [0.0, 0.0, 0.0], [0.0, 0.0, 0.0], [0.0, 0.0, 0.0], [0.0, 0.0, 0.0], [0.0, 0.0, 0.0], [0.0, 0.0, 0.0], [0.0, 0.0, 0.0], [-0.1, 0.0, 0.1], [0.0, 0.0, 0.0], [0.1, 0.0, 0.1], [0.0, 0.0, 0.0], [0.0, 0.0, 0.0], [0.0, 0.0, 0.0], [0.0, 0.0, 0.0], [0.1, 0.0, 0.0], [-0.1, -0.2, 0.0], [0.1, 0.0, 0.0], [0.0, 0.0, 0.0], [0.0, 0.0, 0.0], [0.0, 0.0, 0.0], [0.0, 0.0, 0.0], [0.0, 0.0, 0.0], [0.0, 0.0, 0.0], [0.0, 0.1, 0.0], [0.0, 0.0, 0.0], [-0.1, 0.1, 0.0], [-0.1, -0.1, 0.2], [0.1, 0.0, -0.5], [0.0, 0.0, 0.0], [0.0, 0.0, 0.0], [0.0, 0.0, 0.0], [0.0, 0.0, 0.0]]
}

Record 3
{
  "formula": "C3H11N2O",
  "method": "ωB97M-V/def2-TZVPD",
  "homo_lumo_gap_ev": 9.165,
  "e_tot_ev": -8309.6067,
  "charge": 1,
  "e_lumo_ev": -3.28,
  "e_above_lowest_ev": 2.186,
  "e_homo_ev": -12.4,
  "elements": ["C", "C", "C", "N", "N", "H", "H", "H", "H", "H", "H", "H", "H", "H", "H", "H", "O"],
  "positions_angstrom": [[-0.460, 0.188, 1.886], [0.240, -0.147, 0.583], [1.360, -0.860, 0.383], [2.295, -1.009, 1.385], [-0.466, 0.420, -0.596], [-1.473, 0.464, 1.624], [0.082, 0.882, 2.533], [-0.481, -0.761, 2.428], [1.425, -1.612, -0.399], [2.140, -0.375, 2.153], [3.226, -1.067, 0.997], [0.074, 0.518, -1.465], [-0.895, 1.319, -0.397], [-1.175, -0.216, -0.991], [-1.533, 1.043, -3.937], [-2.547, 0.301, -3.170], [-1.811, 0.912, -3.019]],
  "forces_ev_per_angstrom": [[1.4, -0.9, -0.4], [-0.2, 0.9, -0.2], [-0.3, -0.3, 1.1], [-0.7, -0.4, -0.6], [-0.4, -1.9, -1.3], [-0.2, 0.4, 0.5], [-0.4, 0.4, -0.2], [-0.3, 0.1, 0.2], [0.6, 0.9, -0.9], [0.6, 0.1, 0.1], [0.1, -0.2, 0.6], [0.5, 0.4, 0.5], [-0.1, 0.1, 0.0], [-0.5, 0.4, 0.6], [0.3, 0.3, 0.2], [-0.1, 0.1, 0.3], [-0.2, -0.5, -0.5]]
}